# 1
{
  "formula": "C40H102N9O11S4",
  "method": "wB97M-V/def2-TZVPD",
  "elements": ["C", "C", "C", "C", "N", "C", "C", "C", "C", "S", "O", "O", "N", "S", "O", "O", "C", "S", "S", "C", "C", "C", "H", "H", "H", "H", "H", "H", "H", "H", "H", "H", "H", "H", "H", "H", "H", "H", "H", "H", "H", "H", "H", "H", "H", "H", "H", "C", "C", "C", "O", "C", "N", "H", "H", "H", "H", "H", "H", "H", "H", "H", "H", "H", "C", "C", "C", "O", "C", "N", "H", "H", "H", "H", "H", "H", "H", "H", "H", "H", "H", "C", "C", "C", "O", "C", "N", "H", "H", "H", "H", "H", "H", "H", "H", "H", "H", "H", "C", "C", "C", "O", "C", "N", "H", "H", "H", "H", "H", "H", "H", "H", "H", "H", "H", "C", "C", "C", "O", "C", "N", "H", "H", "H", "H", "H", "H", "H", "H", "H", "H", "H", "C", "C", "C", "O", "C", "N", "H", "H", "H", "H", "H", "H", "H", "H", "H", "H", "H", "C", "C", "C", "O", "C", "N", "H", "H", "H", "H", "H", "H", "H", "H", "H", "H", "H"],
  "positions_angstrom": [[0.57662, -0.10220, 3.30234], [0.01699, 1.10542, 4.05648], [-1.46207, 1.31750, 3.69117], [-1.82656, 2.62913, 2.97590], [-2.28267, 2.49602, 1.56805], [-3.42229, 1.54630, 1.47072], [-4.63616, 1.95596, 0.66891], [-5.75264, 1.04613, 1.17297], [-7.09229, 1.24709, 0.48711], [-8.08820, -0.22766, 0.73183], [-9.42676, 0.24488, 0.93441], [-7.97024, -1.06092, -0.44463], [-7.63636, -0.94889, 2.08095], [-6.69575, -2.20965, 1.80156], [-5.29750, -1.85733, 1.84920], [-6.99606, -3.21508, 2.77595], [-1.32758, 2.32582, 0.65292], [-1.61462, 1.76585, -0.86871], [0.32294, 2.80484, 1.08359], [1.32438, 1.68199, 0.06806], [2.63731, 1.42893, 0.81614], [3.17589, 0.03503, 0.57922], [1.65467, -0.17896, 3.36297], [0.27926, -0.00776, 2.26488], [0.09113, -0.99646, 3.66999], [0.61260, 1.97799, 3.84110], [0.13007, 0.87638, 5.10893], [-2.00863, 1.32462, 4.62087], [-1.80198, 0.44064, 3.16152], [-2.67619, 3.02561, 3.51204], [-1.03696, 3.35714, 3.09340], [-3.08451, 0.56563, 1.16585], [-3.77506, 1.42457, 2.48443], [-4.88902, 3.00221, 0.78248], [-4.50236, 1.72670, -0.37541], [-5.42496, 0.03890, 0.96140], [-5.83182, 1.18148, 2.24256], [-6.99229, 1.44148, -0.56837], [-7.60970, 2.06526, 0.96217], [-6.97360, -2.77018, 0.60784], [0.74634, 0.77853, -0.04971], [1.49046, 2.09926, -0.91178], [2.46582, 1.63290, 1.86469], [3.33387, 2.18479, 0.48243], [2.40444, -0.69931, 0.39915], [3.74911, -0.32113, 1.42394], [3.86725, 0.07898, -0.24987], [-3.29272, -3.54405, -0.20344], [-2.75079, -3.02467, -1.53220], [-1.56753, -3.83071, -2.08482], [-0.32835, -3.63284, -1.43173], [-0.19739, -4.28187, -0.18103], [-2.43356, -1.59978, -1.39007], [-2.68519, -3.23746, 0.64598], [-4.29055, -3.15118, -0.02231], [-3.35706, -4.63612, -0.20445], [-3.55781, -3.11324, -2.26625], [-1.39580, -3.51678, -3.11831], [-1.80730, -4.90354, -2.11580], [-0.69403, -5.25696, -0.17662], [-0.58646, -3.65750, 0.62634], [0.86715, -4.43220, 0.00381], [-2.19581, -1.21319, -2.29939], [-1.57296, -1.52267, -0.85390], [6.74190, 1.49741, -4.56367], [6.90770, 2.55585, -3.47651], [7.47845, 2.01537, -2.15886], [6.57983, 1.26031, -1.37331], [6.35709, -0.06806, -1.80908], [5.62757, 3.24705, -3.27813], [5.85196, 0.88694, -4.42388], [6.64285, 1.96916, -5.54028], [7.60914, 0.83388, -4.60117], [7.62911, 3.29080, -3.85158], [7.75300, 2.87180, -1.53687], [8.40265, 1.44477, -2.33082], [7.26754, -0.52211, -2.21153], [5.55658, -0.10597, -2.55108], [6.02912, -0.64954, -0.94836], [5.77390, 4.02905, -2.64512], [5.01832, 2.62081, -2.75764], [7.22332, 6.93256, -7.66303], [7.08391, 5.71301, -6.75581], [7.18346, 4.36677, -7.48677], [6.04826, 4.00586, -8.24568], [5.91420, 4.65654, -9.49300], [5.83836, 5.82853, -5.99268], [6.30401, 7.14986, -8.20405], [7.45309, 7.81544, -7.06702], [8.02783, 6.79986, -8.38996], [7.91649, 5.74634, -6.04556], [7.28159, 3.58562, -6.73094], [8.08835, 4.31645, -8.11083], [6.88511, 4.80935, -9.97436], [5.39575, 5.61221, -9.39113], [5.30474, 4.01794, -10.13181], [5.80262, 5.08576, -5.29718], [5.07503, 5.60686, -6.62674], [13.81309, 0.42144, -3.85520], [12.43351, 0.67775, -4.45496], [11.39047, 1.19439, -3.45419], [10.88850, 0.22270, -2.55520], [11.75136, -0.10142, -1.48101], [11.98416, -0.53824, -5.14037], [13.85886, -0.52237, -3.31489], [14.55879, 0.36611, -4.64767], [14.10627, 1.22278, -3.17411], [12.55313, 1.46080, -5.20951], [10.52161, 1.53766, -4.02311], [11.76563, 2.06705, -2.90112], [12.29403, 0.77702, -1.12043], [12.45636, -0.88693, -1.75959], [11.13388, -0.48799, -0.67081], [11.12979, -0.33746, -5.65256], [11.69602, -1.20539, -4.42908], [-6.54275, -1.47389, 6.33278], [-5.98257, -0.07482, 6.13235], [-5.00173, 0.06202, 4.95498], [-3.70404, -0.47851, 5.17068], [-3.61045, -1.88932, 5.05818], [-5.38545, 0.38698, 7.39642], [-5.83612, -2.13080, 6.84008], [-7.43696, -1.43055, 6.95596], [-6.81762, -1.92859, 5.38452], [-6.83094, 0.57690, 5.90486], [-4.83801, 1.13344, 4.78479], [-5.43023, -0.34238, 4.03099], [-4.26613, -2.27558, 4.27562], [-3.83165, -2.37863, 6.01075], [-2.57648, -2.12765, 4.79933], [-5.12737, 1.36591, 7.30219], [-4.49619, -0.09439, 7.50514], [-3.16305, -10.03659, 1.30013], [-1.68655, -9.66368, 1.39264], [-1.37980, -8.19737, 1.06183], [-1.43799, -7.85687, -0.30919], [-2.74375, -7.69228, -0.83387], [-0.91034, -10.58891, 0.55825], [-3.48399, -10.19621, 0.27204], [-3.34625, -10.96825, 1.83503], [-3.79643, -9.26584, 1.74248], [-1.38188, -9.81711, 2.43197], [-0.34731, -7.99682, 1.36063], [-2.01478, -7.51843, 1.64758], [-3.41708, -7.23196, -0.10561], [-3.15735, -8.64351, -1.17571], [-2.66852, -7.03781, -1.70172], [0.08025, -10.42769, 0.71666], [-1.05317, -10.31978, -0.41196], [-11.42882, 3.69227, 4.99304], [-10.80917, 4.12050, 3.66613], [-9.69681, 3.19595, 3.15815], [-8.45794, 3.30558, 3.83895], [-8.39350, 2.65412, 5.09109], [-10.35842, 5.51435, 3.78392], [-10.80662, 3.96352, 5.84492], [-12.38964, 4.18827, 5.13448], [-11.59953, 2.61480, 5.02031], [-11.60412, 4.08923, 2.91596], [-9.47916, 3.47377, 2.12427], [-10.02285, 2.14886, 3.13334], [-8.94808, 1.71150, 5.08315], [-8.75917, 3.29735, 5.89627], [-7.34400, 2.43692, 5.29366], [-10.06327, 5.84294, 2.86895], [-9.50272, 5.51102, 4.33344]],
  "largest_force_ha_per_bohr": 0.041,
  "multiplicity": 1,
  "charge": -1,
  "gap_ev": 7.37
}

***

# 2
{
  "formula": "C40H103N10O17Sr",
  "method": "wB97M-V/def2-TZVPD",
  "elements": ["Sr", "C", "C", "O", "O", "H", "H", "H", "C", "O", "N", "N", "H", "H", "H", "H", "C", "O", "N", "N", "H", "H", "H", "H", "C", "O", "C", "C", "N", "C", "C", "O", "C", "H", "H", "H", "H", "H", "H", "H", "H", "H", "H", "H", "H", "H", "H", "H", "C", "O", "C", "C", "N", "C", "C", "O", "C", "H", "H", "H", "H", "H", "H", "H", "H", "H", "H", "H", "H", "H", "H", "H", "C", "O", "C", "C", "N", "C", "C", "O", "C", "H", "H", "H", "H", "H", "H", "H", "H", "H", "H", "H", "H", "H", "H", "H", "C", "O", "C", "C", "N", "C", "C", "O", "C", "H", "H", "H", "H", "H", "H", "H", "H", "H", "H", "H", "H", "H", "H", "H", "C", "O", "C", "C", "N", "C", "C", "O", "C", "H", "H", "H", "H", "H", "H", "H", "H", "H", "H", "H", "H", "H", "H", "H", "C", "O", "C", "C", "N", "C", "C", "O", "C", "H", "H", "H", "H", "H", "H", "H", "H", "H", "H", "H", "H", "H", "H", "H", "O", "H", "H"],
  "positions_angstrom": [[1.10782, 0.24849, -4.07786], [0.16670, -2.05016, -0.54867], [0.46297, -0.96467, -1.52066], [-0.46067, -0.31436, -2.10246], [1.67567, -0.61682, -1.70130], [0.81214, -1.98334, 0.32521], [0.37817, -3.01875, -1.01479], [-0.85730, -2.03257, -0.19010], [4.67471, 0.27841, -3.72414], [3.54553, 0.81986, -3.89042], [4.78297, -1.02494, -3.22876], [5.84143, 0.92979, -3.97678], [5.56766, -1.56181, -3.54631], [3.90674, -1.43947, -2.96047], [5.79635, 1.88432, -4.29656], [6.71268, 0.44055, -3.93430], [3.29787, -3.85037, -0.60418], [2.61993, -4.13478, -1.58690], [4.00528, -4.81882, 0.09093], [3.40496, -2.55982, -0.12966], [4.54932, -4.60285, 0.90336], [3.74562, -5.77769, -0.03884], [2.86182, -1.87125, -0.62829], [4.11486, -2.24792, 0.50247], [-4.82320, -4.54072, -4.17640], [-3.57521, -5.07676, -3.83640], [-2.52444, -4.27746, -4.27433], [-1.23388, -4.78116, -3.62154], [-0.90965, -6.14405, -3.93558], [-0.70343, -6.47578, -5.32628], [-0.71977, -7.95700, -5.50693], [-2.01616, -8.41948, -5.25488], [-2.10591, -9.83155, -5.16823], [-5.58994, -5.25109, -3.89028], [-4.86372, -4.22703, -5.22714], [-5.01745, -3.61096, -3.61040], [-2.65190, -3.23453, -3.92111], [-2.48202, -4.22195, -5.37095], [-1.29278, -4.56054, -2.55418], [-0.44548, -4.08657, -3.97109], [-1.47832, -6.81282, -3.44132], [0.29882, -6.11095, -5.58184], [-1.45045, -6.08053, -6.02662], [0.06061, -8.49604, -4.95698], [-0.48316, -8.18307, -6.56255], [-1.13683, -10.29463, -4.97515], [-2.57197, -10.27284, -6.05619], [-2.77327, -10.08959, -4.33862], [-2.45855, -9.41640, 4.65061], [-1.08954, -9.16348, 4.67613], [-0.36464, -9.69957, 3.61149], [-0.70561, -9.08396, 2.26688], [-0.44612, -7.65693, 2.32626], [-1.03197, -6.88828, 1.22367], [-0.79058, -5.42913, 1.44281], [-1.71579, -4.91434, 2.41450], [-1.47096, -3.54737, 2.70482], [-2.76806, -10.36030, 5.12343], [-2.88802, -9.43326, 3.64302], [-2.95994, -8.62856, 5.21532], [-0.42998, -10.79350, 3.56140], [0.68496, -9.45723, 3.78187], [-1.73346, -9.33312, 1.95174], [-0.03589, -9.57842, 1.55163], [-0.82970, -7.34622, 3.21632], [-2.12203, -7.09481, 1.20845], [-0.68721, -7.23475, 0.24769], [-0.92631, -4.86503, 0.50734], [0.23794, -5.29627, 1.80254], [-0.67420, -3.05467, 2.14162], [-1.26065, -3.39563, 3.76996], [-2.39922, -2.99470, 2.50930], [7.01751, 4.92032, -4.97657], [5.87844, 4.08490, -4.98790], [4.67726, 4.75628, -5.37354], [4.08576, 5.57437, -4.25832], [3.52667, 4.68859, -3.25571], [3.13272, 5.40689, -2.07362], [2.50458, 4.45976, -1.08559], [3.30542, 3.29373, -0.97365], [2.62045, 2.25750, -0.26391], [7.87222, 4.24394, -4.86645], [7.02991, 5.62376, -4.14510], [7.19821, 5.40487, -5.94186], [3.97625, 3.94070, -5.58301], [4.81266, 5.32480, -6.29828], [3.31932, 6.22601, -4.68815], [4.85711, 6.23919, -3.83649], [4.30233, 4.09051, -2.97902], [2.48379, 6.25646, -2.28191], [4.02237, 5.83666, -1.57550], [1.49579, 4.21436, -1.46475], [2.36424, 4.88649, -0.08230], [1.61445, 1.94190, -0.55832], [2.61845, 2.51421, 0.80777], [3.26898, 1.38519, -0.37794], [-3.11979, 3.26049, -2.97399], [-2.88231, 3.38866, -1.60033], [-1.54407, 3.08117, -1.28315], [-1.20777, 3.51513, 0.14892], [-1.80795, 4.75867, 0.59943], [-1.22280, 5.90431, -0.07401], [-1.63384, 7.18819, 0.58186], [-0.88894, 8.24590, 0.04878], [-1.32106, 9.48900, 0.50842], [-4.19749, 3.26673, -3.12123], [-2.75916, 2.29809, -3.35978], [-2.66690, 4.12977, -3.45922], [-0.90641, 3.51824, -2.06582], [-1.44240, 1.98553, -1.21645], [-0.12819, 3.66520, 0.19435], [-1.53065, 2.72731, 0.82605], [-2.79746, 4.75675, 0.35301], [-1.36443, 5.87350, -1.16531], [-0.12987, 5.83203, 0.05198], [-1.45426, 7.08785, 1.65790], [-2.71881, 7.28991, 0.40688], [-2.14903, 9.86020, -0.11135], [-0.51751, 10.21866, 0.40692], [-1.64086, 9.49383, 1.55507], [-4.73246, 4.03134, 5.19534], [-4.64190, 4.55610, 3.90218], [-5.81183, 4.39971, 3.14322], [-6.02257, 2.98296, 2.64219], [-4.97797, 2.63811, 1.68999], [-5.06142, 1.25280, 1.19333], [-3.69222, 0.74400, 0.86976], [-3.01726, 0.49497, 2.08211], [-1.77338, -0.10241, 1.85523], [-5.53429, 4.51497, 5.77022], [-3.79714, 4.19151, 5.72831], [-4.91507, 2.94899, 5.20524], [-5.68604, 5.06020, 2.28324], [-6.71662, 4.74192, 3.66921], [-7.02973, 2.85725, 2.24198], [-5.97569, 2.30572, 3.51851], [-4.08516, 2.69469, 2.17410], [-5.71438, 1.21417, 0.31258], [-5.58631, 0.62925, 1.93590], [-3.16735, 1.51552, 0.28706], [-3.75442, -0.13953, 0.21976], [-1.90802, -1.01029, 1.25829], [-1.25795, -0.38477, 2.77312], [-1.08627, 0.58738, 1.33908], [5.26624, 5.95807, 6.32235], [3.88971, 5.71707, 6.28197], [3.34082, 5.80644, 4.98637], [2.12072, 4.93112, 4.93316], [2.47221, 3.51651, 4.91988], [1.29569, 2.67695, 4.96331], [1.65726, 1.20824, 4.92444], [1.50194, 0.73484, 3.60041], [2.21498, -0.41174, 3.26530], [5.45575, 7.05254, 6.28346], [5.86199, 5.50552, 5.52917], [5.66208, 5.73063, 7.31312], [4.05574, 5.44419, 4.23500], [3.06572, 6.83016, 4.69534], [1.46535, 5.17909, 4.09370], [1.48484, 5.13952, 5.81515], [3.03833, 3.31889, 5.73763], [0.59400, 2.88041, 4.15336], [0.68350, 2.80665, 5.87727], [0.88622, 0.66176, 5.49177], [2.62614, 0.95877, 5.36187], [1.94333, -1.20658, 3.97906], [3.31299, -0.30286, 3.27520], [1.99713, -0.73784, 2.24578], [-3.24595, -1.12641, -2.25641], [-3.68869, -0.61943, -2.94564], [-2.32372, -0.81155, -2.24520]],
  "largest_force_ha_per_bohr": 0.047,
  "multiplicity": 1,
  "charge": 1,
  "gap_ev": 5.53
}

***

What is the formula in the first record?
C40H102N9O11S4